Entry 1:
7
Properties=species:S:1:pos:R:3 method="wB97M-V/def2-TZVPD" energy_ha=-303.11058 e_lumo_ev=-1.136 homo_energy_ev=-11.0 orbital_gap_ev=9.8 max_force_ev_per_a=4.63 smiles="O=CC(=O)O" relative_energy_ev=0.538
O -1.813 0.099 -0.073
O 0.681 1.240 -0.023
O 1.530 -0.774 -0.046
C -0.873 -0.640 0.110
C 0.510 -0.106 0.059
H -0.183 1.679 0.201
H -0.829 -1.718 -0.074

=====

Entry 2:
7
Properties=species:S:1:pos:R:3 method="wB97M-V/def2-TZVPD" s2=2.0156 energy_ha=-302.73581 e_lumo_ev="-0.175 / -2.333" spin_multiplicity=3 homo_energy_ev="-5.5 / -11.2" orbital_gap_ev="5.3 / 8.8" max_force_ev_per_a=7.21 relative_energy_ev=7.236
O 1.250 -0.050 -0.760
O 0.649 0.186 1.535
O 0.152 -0.033 -1.718
C 0.308 0.158 0.260
C -0.682 0.014 -0.649
H 0.621 -0.601 2.192
H -2.299 0.325 -0.860

=====

Entry 3:
8
Properties=species:S:1:pos:R:3 method="wB97M-V/def2-TZVPD" energy_ha=-701.16842 e_lumo_ev="0.062 / -1.042" homo_energy_ev="-8.2 / -8.1" orbital_gap_ev="8.3 / 7.1" max_force_ev_per_a=3.38 relative_energy_ev=4.680
S -0.148 -0.734 1.256
O 1.268 -0.709 1.484
O -1.929 1.510 1.109
O -0.386 -0.563 -0.316
C -0.809 1.361 1.144
C 0.408 -0.299 -1.296
H 1.506 -0.253 -1.028
H 0.089 -0.315 -2.354